Entry from OMol25: a structure of composition C2H2BrF2I in a non-equilibrium geometry (the ωB97M-V functional and the def2-TZVPD basis).

Summary:
LUMO energy (eV): 0.140
E_HOMO (eV): -8.665
HOMO-LUMO gap (eV): 8.80
Energy relative to the best compared isomer or geometry (same formula, charge and spin) (kJ/mol): 238.1

```
! RIJCOSX wB97M-V def2-TZVPD def2/J DEFGRID3
* xyz 0 1
C 0.1004 -1.1083 -0.4481
C 0.0189 0.9799 0.5076
F 0.3271 -2.0055 0.4780
F 1.0744 -1.0597 -1.3298
Br -1.6605 1.0365 1.4714
I 0.1809 2.1448 -1.1773
H -0.8348 -0.9362 -0.7906
H 0.7936 0.9485 1.2889
*
```